Run 1
Molecular formula: CClNOS2
Method: DFT, ωB97M-V/def2-TZVPD

Last columns: bonded neighbours and bond lengths (Å).
CARTESIAN COORDINATES (ANGSTROEM)
1 C -1.93 -0.12 0.13  N2 1.164, S4 1.628
2 N -2.65 0.16 1.00  C1 1.164
3 O 1.61 1.50 -0.58  S5 1.408
4 S -1.21 -0.90 -1.11  C1 1.628
5 S 1.42 0.42 0.30  O3 1.408, Cl6 1.988
6 Cl 2.76 -1.05 0.26  S5 1.988

Properties
HOMO-LUMO gap (alpha / beta)   5.939 / 8.476 eV

---

Run 2
Molecular formula: CClNOS2
Method: DFT, ωB97M-V/def2-TZVPD

Last columns: bonded neighbours and bond lengths (Å).
CARTESIAN COORDINATES (ANGSTROEM)
1 C -0.45 1.93 0.45  N2 1.120, S4 2.153
2 N -1.23 2.74 0.46  C1 1.120
3 O -0.03 -2.28 0.84  S5 1.433
4 S 0.99 0.33 0.38  C1 2.153, S5 2.124
5 S -0.29 -1.28 -0.15  O3 1.433, S4 2.124, Cl6 2.257
6 Cl 1.01 -1.43 -1.99  S5 2.257

Properties
HOMO-LUMO gap   8.681 eV

---

Energies relative to the most stable structure, in eV: run 1 0.000; run 2 0.434.